(1)
The following is a DFT calculation (ωB97M-V with the def2-TZVPD basis set) of a 3-piece molecular cluster, C38H40Cl2N2O6P overall.

```
89
Properties=species:S:1:pos:R:3:forces:R:3
C -0.518979 -3.439351 -1.521944 0.04 0.03 0.08
C -1.545436 -2.322991 -1.657255 0.00 -0.08 0.04
Cl -3.187454 -3.044481 -1.712968 0.05 0.02 -0.08
C -1.425017 -1.408458 -2.892141 0.02 0.05 -0.06
Cl -0.780152 -2.316587 -4.274399 -0.07 -0.04 0.03
N -0.599402 -0.136202 -2.707158 -0.02 -0.09 0.09
C 0.759512 -0.352774 -2.057124 -0.05 -0.01 -0.04
C 0.862697 -0.280838 -0.537162 -0.03 -0.06 0.03
O 0.883629 1.046078 -0.063589 -0.12 0.09 -0.15
C -1.399734 1.016886 -2.079344 -0.05 0.01 -0.09
C -2.285422 0.789434 -0.853394 0.02 0.02 -0.04
C -3.763213 0.468076 -1.155515 0.08 0.03 0.00
C -4.704712 1.631502 -0.831651 -0.02 0.04 -0.01
C -6.166328 1.201194 -0.756294 -0.02 -0.03 0.04
N -6.478947 0.699558 0.582812 0.13 -0.10 0.04
P -0.152362 0.553963 -4.383523 0.12 0.15 -0.02
O 1.106521 0.085826 -4.956953 -0.26 -0.07 0.06
H -0.769029 -4.276785 -2.169569 0.04 0.05 -0.05
H -0.512577 -3.791303 -0.491224 -0.03 -0.01 -0.03
H 0.488340 -3.102631 -1.766303 -0.03 -0.02 0.02
H -1.540818 -1.711799 -0.763800 -0.07 0.06 -0.02
H -2.416398 -1.073114 -3.186523 0.03 0.08 0.05
H 1.145780 -1.283322 -2.469392 -0.02 0.02 0.03
H 1.399718 0.439396 -2.443890 0.07 0.01 -0.02
H 1.770230 -0.828701 -0.261543 0.02 0.06 -0.03
H 0.038181 -0.769328 -0.023174 0.09 -0.06 0.00
H 1.680259 1.492463 -0.381372 0.08 -0.07 0.12
H -2.038568 1.388832 -2.889851 -0.01 0.02 0.04
H -0.645760 1.769713 -1.861030 0.00 -0.06 0.04
H -1.851059 0.073219 -0.162267 0.05 0.03 0.02
H -2.231001 1.738932 -0.315347 -0.03 -0.02 -0.01
H -4.075578 -0.416941 -0.598824 0.02 -0.01 0.01
H -3.884776 0.218428 -2.215648 -0.05 -0.10 0.05
H -4.423405 2.072512 0.130319 -0.06 0.00 -0.01
H -4.592224 2.423943 -1.577481 0.06 -0.04 0.00
H -6.803830 2.062916 -0.962037 -0.02 -0.04 0.01
H -6.365520 0.455555 -1.538884 0.03 0.07 -0.05
H -5.688908 0.209156 0.986370 -0.03 -0.01 -0.03
H -7.252131 0.046463 0.577367 -0.05 0.10 -0.02
H -0.171694 1.894268 -3.983511 0.06 0.01 -0.07
H -1.378339 0.333415 -5.025338 0.02 -0.03 0.00
C 0.833683 -5.058721 8.561616 -0.02 0.01 0.00
C 1.858615 -5.512545 7.738888 0.01 0.00 -0.02
C 1.707327 -5.491160 6.362700 0.01 0.00 0.02
C 0.525248 -5.020480 5.802284 0.03 -0.01 -0.01
C -0.507433 -4.571588 6.629193 -0.02 0.00 0.02
C -0.346299 -4.588882 8.009674 0.02 -0.01 0.01
C -1.793805 -4.076134 6.064664 0.02 -0.01 -0.03
O -2.685760 -3.665358 6.772367 0.00 0.00 0.00
C -1.949772 -4.105260 4.576856 -0.01 0.02 0.03
C -3.153822 -3.686902 4.019151 0.00 0.01 -0.02
C -3.318488 -3.696492 2.645072 -0.01 0.00 0.02
C -2.280978 -4.127271 1.823112 0.10 0.08 -0.01
C -1.083051 -4.546785 2.374152 -0.01 0.03 0.00
C -0.912254 -4.536450 3.754136 0.01 -0.03 -0.02
C 0.392183 -4.997369 4.321023 -0.04 0.02 0.02
O 1.299213 -5.332224 3.589371 0.01 0.01 0.00
H 0.956742 -5.074048 9.636455 0.00 0.00 0.00
H 2.776811 -5.883874 8.174429 0.00 0.00 0.00
H 2.492940 -5.836515 5.704558 0.00 0.00 0.00
H -1.156903 -4.233563 8.631177 0.00 -0.01 0.00
H -3.944002 -3.360724 4.681938 0.01 0.00 0.00
H -4.257861 -3.377453 2.211329 0.00 -0.01 0.00
H -2.405796 -4.126137 0.748053 -0.11 -0.09 0.02
H -0.261725 -4.896004 1.761062 -0.01 -0.01 0.00
C 3.793327 8.547656 -2.958317 -0.01 -0.01 -0.02
C 4.446068 8.488484 -1.732011 0.01 -0.01 0.01
C 4.753844 7.263164 -1.164691 0.01 0.02 -0.01
C 4.406572 6.088670 -1.821828 0.02 0.00 0.02
C 3.743617 6.147830 -3.050818 -0.02 0.00 -0.03
C 3.441300 7.381368 -3.616632 0.01 0.02 0.01
C 3.338186 4.911407 -3.769581 0.03 -0.02 0.06
O 2.747140 4.944040 -4.826939 -0.06 0.00 0.00
C 3.670278 3.598995 -3.128484 -0.02 0.02 -0.04
C 3.293536 2.424948 -3.773810 -0.07 -0.03 0.04
C 3.579663 1.199896 -3.196984 0.07 -0.03 0.05
C 4.248868 1.138881 -1.974715 -0.02 0.02 0.05
C 4.634410 2.305552 -1.334627 -0.06 -0.01 0.00
C 4.342246 3.539141 -1.910523 -0.01 0.01 0.05
C 4.757239 4.786724 -1.192356 -0.01 -0.01 -0.04
O 5.349877 4.720195 -0.139532 -0.02 0.01 0.01
H 3.560053 9.507159 -3.400386 0.00 0.00 0.00
H 4.716611 9.402049 -1.219500 0.00 0.00 -0.01
H 5.265745 7.195111 -0.214457 0.00 0.00 -0.01
H 2.933643 7.405328 -4.571260 0.00 0.00 0.01
H 2.780679 2.490824 -4.724547 0.04 0.00 -0.02
H 3.280122 0.291117 -3.701392 0.09 -0.01 -0.08
H 4.480436 0.179023 -1.527288 0.04 0.01 -0.04
H 5.165634 2.288255 -0.392021 0.00 0.00 -0.01
```
Forces are in eV/Å.

The charge is +1. The value obtained for the electronic energy is -3294.51084 Ha. Its HOMO energy is -11.42 eV. As for the LUMO energy: -3.12 eV. For the HOMO-LUMO gap, the calculation gives 8.3 eV.

Here are the Mulliken charges for atoms 1 to 8, given in e: number 1, C, carries -1.1033; number 2, C, carries 0.8817; number 3, Cl, carries -0.0796; number 4, C, carries -0.4522; number 5, Cl, carries 0.0060; number 6, N, carries 0.5269; number 7, C, carries -0.2739; number 8, C, carries -0.7392



(2)
The following is a DFT calculation (ωB97M-V with the def2-TZVPD basis set) of C46H43BrHfIN3O2SSi as an isolated structure in a non-equilibrium geometry.

```
99
Properties=species:S:1:pos:R:3:forces:R:3
Hf 12.554319 8.939242 15.532091 -0.06 -0.76 -0.17
C 13.042373 6.514654 14.661617 0.37 0.71 0.71
C 13.013531 7.235878 13.441326 1.44 -0.38 2.98
C 14.112476 8.107269 13.545704 -0.39 1.20 -1.72
C 14.815636 7.993748 14.739615 -0.13 -1.25 1.11
C 14.117976 6.980922 15.494694 0.06 -0.06 -1.22
H 12.379961 5.783717 15.049806 -0.68 -0.65 -0.17
H 12.297847 7.198105 12.683459 -0.88 -0.07 -0.95
H 14.285655 8.791041 12.729400 0.45 0.32 0.11
H 15.742201 8.492368 15.040444 -0.61 -0.09 -0.21
H 14.400356 6.514849 16.430221 -0.04 0.22 -0.15
C 9.032008 12.627686 18.746197 -0.99 -0.16 -1.27
C 9.688592 13.183613 17.490888 -0.62 -0.21 0.19
N 11.136650 13.119042 17.451013 -1.02 0.04 -0.06
C 11.906148 14.251216 18.043683 0.62 -1.49 -1.94
C 12.231201 13.978743 19.448124 -0.54 0.22 2.09
C 11.739466 11.964955 17.077199 0.41 1.17 0.95
S 10.835497 10.620598 16.606597 -0.12 0.19 0.16
N 13.072828 12.052432 17.285028 1.92 -0.73 -0.43
C 14.040745 11.378736 16.701526 -1.53 0.00 -1.42
O 13.914906 10.469121 15.759401 -0.84 0.77 0.42
C 15.448471 11.761018 16.876781 -0.32 0.07 0.61
C 15.883089 12.351051 18.057108 -0.78 0.40 1.20
C 17.215883 12.606049 18.218967 2.43 0.13 1.50
C 18.103904 12.303628 17.191874 0.67 0.60 0.42
C 17.652107 11.748807 16.038329 1.12 -0.54 -1.29
C 16.347018 11.440120 15.863689 -1.32 -0.29 0.55
H 7.995494 13.012218 18.759382 0.28 -0.46 0.00
H 9.516070 13.082263 19.548801 0.73 0.22 1.79
H 9.039478 11.530563 18.758172 0.10 0.37 0.28
H 9.295828 14.180123 17.358601 0.57 0.67 -0.09
H 9.283969 12.637809 16.673238 -0.07 -0.44 -0.98
H 11.398811 15.197836 17.938710 -0.44 0.07 -0.44
H 12.833273 14.215794 17.439419 -0.42 0.67 0.46
H 11.353044 14.031648 20.138025 0.52 0.13 -0.60
H 12.930033 14.747615 19.770058 0.25 -0.13 0.32
H 12.634003 12.983932 19.572988 0.43 -0.13 0.01
H 15.217134 12.578681 18.921957 0.24 -0.39 -1.06
H 17.713991 12.890795 19.205902 -1.26 -0.04 -1.36
H 19.177604 12.478273 17.212809 -0.21 0.12 0.63
H 18.366604 11.460678 15.276344 0.02 0.13 -0.07
H 15.997977 10.872043 15.025509 -0.10 0.08 -0.39
Br 15.414700 9.913210 21.928288 -0.28 0.22 0.30
C 14.448031 9.480684 20.351822 -0.98 -0.06 0.66
C 15.211873 8.990887 19.332996 1.72 -0.39 -0.37
C 14.635496 8.591382 18.151110 -2.30 0.23 -1.29
C 13.231610 8.765065 17.924760 0.58 -0.26 0.08
C 12.499766 9.179825 19.066504 0.56 -0.45 -1.38
C 13.036566 9.525918 20.268042 1.47 0.04 1.88
H 16.303319 8.897411 19.465268 -0.64 0.11 -0.02
H 15.162093 8.185690 17.282596 0.57 0.33 0.81
H 11.456575 9.233874 18.977329 -1.50 0.11 -0.10
H 12.425461 9.720827 21.184847 0.59 0.09 -1.06
O 11.333171 9.548155 13.994833 -0.06 0.02 -0.72
Si 10.479595 10.505120 12.965247 0.32 -0.68 0.64
C 10.851941 12.241727 13.449595 -1.54 0.07 -0.65
C 9.878779 13.213625 13.705250 -0.39 0.48 1.40
C 10.224236 14.413423 14.356250 -1.31 -0.28 -1.16
C 11.542144 14.666602 14.555419 1.32 1.82 1.02
C 12.528150 13.756627 14.197336 -0.17 -0.63 0.35
C 12.174274 12.509061 13.640733 0.54 2.58 1.08
C 10.746242 10.324014 11.126502 -0.46 -0.49 -0.15
C 9.987043 11.266777 10.421346 0.72 0.67 -0.16
C 10.052990 11.354672 9.034078 0.23 -0.41 0.07
C 10.749501 10.404569 8.303060 -0.08 -1.02 0.56
C 11.393258 9.366075 9.006395 0.30 0.36 -0.03
C 11.418737 9.329122 10.404966 -0.15 1.02 -0.25
C 8.664172 10.191683 13.188751 -0.61 -1.66 -0.53
C 8.008312 9.202672 12.381196 0.64 0.78 0.65
C 6.728120 8.754897 12.650223 -0.09 -0.22 0.16
C 6.041153 9.254102 13.765503 1.49 0.47 -0.15
C 6.725049 10.117472 14.635372 -1.29 0.22 -1.58
C 7.997446 10.601482 14.324131 -0.90 -1.04 0.43
H 8.810813 12.998625 13.627595 0.34 -0.11 -0.35
H 9.498652 15.193987 14.649189 0.19 -0.76 -0.28
H 11.782955 15.658651 15.058828 0.09 -1.48 -0.68
H 13.519599 13.979000 14.548235 0.54 -0.06 -0.41
H 12.903647 11.781895 13.415807 0.91 -0.70 -0.10
H 9.471419 12.050981 10.984414 -0.01 -0.24 -0.23
H 9.629219 12.161578 8.475824 -0.56 0.44 0.04
H 10.687649 10.428225 7.209150 0.39 -0.04 0.47
H 11.991496 8.632479 8.489660 -0.12 -0.17 -0.31
H 12.025405 8.612283 10.946680 -0.08 -0.15 -0.21
H 8.571370 8.745551 11.576332 -0.10 0.16 -0.21
H 6.302070 7.987579 11.999537 -0.07 0.30 0.23
H 5.020962 9.008670 13.948636 -0.56 -0.29 0.15
H 6.101636 10.606722 15.362199 0.25 -0.08 0.81
H 8.474430 11.123531 15.112959 0.59 1.00 0.28
I 10.127344 4.724482 19.406436 -0.04 -0.01 0.12
C 9.682310 6.160829 17.978460 1.56 0.36 -0.15
C 8.384388 6.518351 17.665384 0.36 -1.33 0.67
C 8.200667 7.293578 16.579023 0.60 1.65 -1.02
C 9.316894 7.874584 15.972299 -1.63 -0.13 -0.17
N 10.546125 7.680830 16.380002 1.15 0.43 -1.24
C 10.760898 6.782782 17.307591 -1.73 -0.96 1.26
H 7.553482 6.089627 18.187108 -0.28 -0.15 0.31
H 7.233929 7.592538 16.234769 -0.44 -0.03 -0.22
H 9.162020 8.496451 15.124828 0.10 0.60 -0.50
H 11.782131 6.608880 17.491967 0.98 -0.48 0.73
```
Forces are in eV/Å.

Its energy above the lowest of the compared OMol25 structures with the same formula, charge and spin is 0.0 kJ/mol. The charge is 0. The value obtained for the electronic energy is -5701.00140 Ha. Its HOMO energy is -7.95 eV. As for the LUMO energy: -0.17 eV. For the HOMO-LUMO gap, the calculation gives 7.8 eV.

Here are the Mulliken charges for atoms 1 to 8, given in e: number 1, Hf, carries 2.1577; number 2, C, carries -1.1784; number 3, C, carries -0.5774; number 4, C, carries -0.4007; number 5, C, carries -0.9500; number 6, C, carries -0.6212; number 7, H, carries 0.6872; number 8, H, carries 0.6669



(3)
The following is a DFT calculation (ωB97M-V with the def2-TZVPD basis set) of a 2-piece molecular cluster, C6H10O overall.

```
17
Properties=species:S:1:pos:R:3:forces:R:3
C -1.438024 -1.105686 -0.751809 -0.01 0.00 0.06
C -0.801854 0.026015 -0.019110 -0.06 -0.08 0.10
C -0.464014 0.269193 1.259564 -0.05 -0.07 -0.04
C 0.442147 1.413982 0.889695 -0.24 0.30 0.29
O 1.791813 0.976151 0.569687 0.11 0.02 0.08
C 1.462510 0.852318 -0.819144 0.04 -0.08 -0.35
C -0.011451 1.190845 -0.568545 -0.12 0.08 -0.21
H -2.191137 -0.789380 -1.483732 0.12 0.07 0.21
H -1.888245 -1.819270 -0.057173 0.03 0.07 -0.13
H -0.648756 -1.622961 -1.316151 -0.17 0.00 0.09
H -0.627866 -0.255718 2.199246 0.02 0.07 -0.24
H 0.442589 2.369373 1.416686 -0.06 -0.12 -0.01
H 1.651444 -0.150495 -1.223948 0.16 0.19 0.05
H 1.977479 1.621616 -1.405885 0.03 -0.20 0.02
H -0.506726 1.937509 -1.190754 0.10 -0.08 0.09
H 0.264565 -2.790685 1.170973 0.05 -0.09 0.02
H 0.545526 -2.122808 1.330400 0.04 -0.08 -0.03
```
Forces are in eV/Å.

Its energy above the lowest of the compared OMol25 structures with the same formula, charge and spin is 306.1 kJ/mol. The charge is 0. The value obtained for the electronic energy is -309.72579 Ha. Its HOMO energy is -9.40 eV. The SMILES is CC1=C[C@H]2OC[C@@H]12.[H][H]. As for the LUMO energy: 1.07 eV. For the HOMO-LUMO gap, the calculation gives 10.5 eV.

Here are the Mulliken charges for atoms 1 to 8, given in e: number 1, C, carries -1.1988; number 2, C, carries 0.2765; number 3, C, carries -0.8868; number 4, C, carries 0.2422; number 5, O, carries -0.4545; number 6, C, carries -0.4703; number 7, C, carries -0.3826; number 8, H, carries 0.3306



> Which of these has the lowest electronic energy?

C46H43BrHfIN3O2SSi